# 1
Formula: C3H3N3O
Source: the OMol25 dataset
Level of theory: ωB97M-V with the def2-TZVPD basis set

As for the energy: -9671.74760 eV. The value obtained for the lowest unoccupied orbital energy (spin up / spin down) is -1.37 / -1.19 eV. For the frontier orbital gap (spin up / spin down), the calculation gives 8.5 / 7.9 eV. As for the SMILES: O=Nc1cn[nH]c1. As for the HOMO energy (spin up / spin down): -9.893 / -9.069 eV.

Structure (XYZ):
```
10
Properties=species:S:1:pos:R:3:forces:R:3:mulliken_charge:R:1
C -0.152344 1.169944 -0.028760 0.97 -5.22 0.32 -0.38
C 0.551595 -1.035698 0.101150 -1.47 1.97 -0.66 -0.32
C -0.611594 -0.248273 0.018663 -1.35 1.76 0.27 0.63
N 1.125542 1.192432 -0.003075 1.19 -1.21 0.04 -0.67
N -1.835252 -0.825838 0.026120 -5.13 3.84 0.00 -0.35
N 1.531595 -0.142214 0.075934 3.20 0.78 -0.44 0.12
O -3.051027 0.142266 0.015978 6.41 -4.16 -0.01 -0.34
H -0.600935 2.038315 -0.159568 -2.64 3.53 -0.32 0.56
H 0.464493 -2.093462 0.050024 0.94 -0.64 0.18 0.45
H 2.577930 -0.197472 -0.096466 -2.13 -0.65 0.62 0.29
```
Positions in Å, forces in eV/Å.

=====

# 2
Formula: C26H41BaClN5O8P2S
Source: the OMol25 dataset
Level of theory: ωB97M-V with the def2-TZVPD basis set

As for the energy: -94073.86811 eV. The value obtained for the lowest unoccupied orbital energy is -3.08 eV. For the frontier orbital gap, the calculation gives 8.5 eV. Its charge is +1. As for the HOMO energy: -11.567 eV.

Structure (XYZ):
```
85
Properties=species:S:1:pos:R:3:forces:R:3:mulliken_charge:R:1
Ba 0.049748 0.178757 -0.377827 -2.76 3.03 0.31 1.69
C -3.978469 2.618553 -1.024272 -0.10 0.25 -0.02 -1.66
P -2.937043 1.805498 0.233273 -0.16 -0.67 -0.28 0.47
C -4.229871 0.630798 0.887094 0.50 -0.10 -0.12 0.17
N -5.377332 1.185945 1.163816 -0.24 0.03 0.06 -0.03
C -6.388140 0.398760 1.590837 -0.30 0.26 0.06 0.23
C -7.638877 0.981018 1.930764 0.21 -0.06 -0.05 -0.58
C -8.655836 0.182994 2.348779 -0.03 -0.26 0.04 -0.54
C -8.487054 -1.229024 2.438527 0.01 0.22 -0.03 -0.56
C -7.301242 -1.808548 2.110115 0.16 0.18 -0.06 -0.53
C -6.220076 -0.990903 1.683320 -0.03 -0.44 0.05 0.27
N -5.038851 -1.566579 1.349646 -0.32 0.17 0.06 -0.05
C -4.051215 -0.789698 0.984295 0.19 -0.06 -0.08 -0.04
P -2.515963 -1.708770 0.466359 -0.23 0.47 -0.25 0.37
C -3.284208 -2.805581 -0.769179 -0.11 -0.23 0.00 -1.70
C -2.051967 -2.766957 1.901431 0.01 -0.10 0.18 1.85
C -0.944465 -3.702552 1.404706 0.05 -0.06 -0.02 -1.71
C -1.479966 -1.815077 2.953293 0.10 0.13 0.15 -1.62
C -3.162043 -3.613536 2.521781 0.00 0.06 0.03 -1.81
C -2.693253 3.048826 1.570535 0.07 0.21 0.13 2.16
C -3.947755 3.538106 2.290347 0.02 0.02 0.02 -1.92
C -1.748781 2.404853 2.585432 0.11 -0.13 0.14 -1.57
C -2.001174 4.248865 0.909620 0.01 0.03 -0.02 -2.21
H -4.923771 2.953671 -0.595903 0.05 0.01 0.00 0.36
H -4.198266 1.912872 -1.825262 0.03 -0.06 0.02 0.44
H -3.453284 3.466417 -1.461908 0.03 0.01 0.00 0.41
H -7.741497 2.052581 1.849791 -0.02 0.08 0.00 0.48
H -9.608533 0.614986 2.616853 -0.06 0.03 0.01 0.41
H -9.315424 -1.837575 2.767908 -0.06 -0.04 0.03 0.41
H -7.139958 -2.874112 2.162920 -0.02 -0.10 0.02 0.48
H -4.154845 -3.314303 -0.352088 0.04 0.03 -0.01 0.39
H -2.568191 -3.543801 -1.126575 0.07 0.01 0.01 0.40
H -3.606785 -2.211025 -1.624475 0.00 0.03 0.01 0.43
H -0.137051 -3.186021 0.882785 -0.01 0.09 0.00 0.30
H -1.340434 -4.470038 0.740995 -0.02 -0.04 -0.03 0.39
H -0.503163 -4.206674 2.264656 0.03 -0.06 0.04 0.49
H -0.581698 -1.289797 2.605211 -0.05 -0.05 -0.07 0.27
H -1.180707 -2.375668 3.840147 0.00 -0.05 0.02 0.48
H -2.210705 -1.068303 3.273300 -0.05 0.00 -0.01 0.32
H -3.634491 -4.267086 1.791869 -0.03 -0.03 -0.08 0.35
H -3.941038 -3.013921 2.984607 0.03 0.03 0.01 0.35
H -2.715222 -4.243930 3.289779 0.04 -0.09 0.09 0.52
H -4.386131 2.767161 2.918628 -0.01 -0.04 0.02 0.38
H -4.717063 3.881521 1.602406 -0.01 0.01 -0.07 0.34
H -3.672447 4.377273 2.928622 0.03 0.09 0.09 0.54
H -2.211416 1.552024 3.086638 -0.03 -0.04 -0.02 0.30
H -1.468518 3.121693 3.358637 -0.04 0.07 0.03 0.51
H -0.814229 2.056811 2.129587 -0.04 0.03 -0.06 0.07
H -2.721557 4.868490 0.381201 -0.07 0.07 -0.06 0.44
H -1.218082 3.969939 0.199899 0.04 -0.12 0.01 0.40
H -1.536082 4.862681 1.680063 0.02 0.09 0.07 0.56
O 1.728253 -1.243324 0.674803 1.10 -0.94 -1.13 -0.63
Cl 2.166381 -1.483569 -0.746659 0.26 -0.40 0.11 1.36
O 3.168476 -2.453084 -0.828874 0.13 -0.04 -0.06 -0.56
O 2.545787 -0.163356 -1.272091 0.02 -1.16 0.24 -0.50
O 0.922100 -1.878050 -1.484796 1.53 -0.24 0.50 -0.60
C 6.599128 7.509238 1.302930 0.08 -0.02 0.12 -1.32
C 5.718985 7.213726 0.103216 -0.19 0.24 -0.17 -0.36
S 5.591061 5.475544 -0.173897 0.16 -0.20 0.13 1.19
O 6.900878 4.963820 -0.470633 -0.09 -0.08 0.11 -0.67
O 4.796973 4.910241 0.895819 0.22 -0.05 -0.12 -0.59
C 4.650824 5.271242 -1.680110 -0.05 0.20 -0.14 -0.72
C 3.169083 5.600063 -1.596626 -0.14 0.00 -0.19 -1.19
N 2.428780 4.649677 -0.771655 -0.27 -0.30 0.18 0.38
C 2.056971 3.402334 -1.156847 0.27 0.16 -0.29 0.40
N 1.492929 2.720405 -0.180081 -0.35 0.07 0.42 0.40
C 1.501419 3.554772 0.911422 0.22 0.02 -0.20 -1.02
C 2.079550 4.729305 0.557386 -0.18 0.17 0.17 -0.21
N 2.194452 5.898032 1.392614 -0.13 -0.23 -0.21 1.32
O 2.486183 6.960593 0.873177 0.06 0.06 -0.04 -0.68
O 1.932236 5.738325 2.558688 0.01 -0.01 0.24 -0.64
C 2.317382 2.857291 -2.509835 -0.12 -0.07 -0.29 -1.61
H 6.671273 8.589209 1.414327 0.03 0.01 0.04 0.39
H 7.598178 7.103113 1.166638 0.04 -0.01 -0.01 0.35
H 6.172431 7.096990 2.213499 -0.03 -0.03 0.05 0.35
H 6.135833 7.646907 -0.804209 0.00 0.01 -0.10 0.42
H 4.705712 7.579282 0.262293 -0.05 0.05 -0.05 0.30
H 4.829109 4.229629 -1.949542 -0.02 -0.05 0.05 0.29
H 5.110568 5.879586 -2.457171 0.13 0.08 0.03 0.60
H 2.740413 5.555559 -2.602045 0.08 0.02 0.14 0.46
H 2.975658 6.597311 -1.213616 0.10 -0.07 0.01 0.49
H 1.124310 3.289480 1.880965 -0.07 -0.03 0.05 0.73
H 2.311223 3.628869 -3.276732 0.02 0.02 0.00 0.49
H 1.548284 2.133388 -2.779203 0.04 -0.01 0.05 0.27
H 3.274695 2.340437 -2.547438 0.08 -0.04 0.02 0.27
```
Positions in Å, forces in eV/Å.